# 1
2 unconnected molecules or ions with the total composition C3H11N4O2. Source: OMol25; level of theory: ωB97M-V with the def2-TZVPD basis set.

Cartesian coordinates (Å):
H1 1.1276 1.1132 -1.8325
H2 -0.7268 0.2931 2.0718
O1 -2.4183 -0.7905 -0.3922
C1 -0.4035 0.9312 0.2061
H3 1.5515 -2.1638 1.9706
N1 1.2819 -0.2528 1.2393
N2 -1.1205 0.8155 1.2985
H4 2.4784 1.3912 -0.7150
N3 0.8129 0.4614 0.1267
H5 2.1445 -0.2428 -1.3166
H6 -3.5417 0.7058 -2.6626
H7 2.1872 0.1078 1.5381
C2 1.3582 -1.6916 1.0115
H8 -2.0841 1.1029 1.3433
N4 -3.2754 -0.3762 -1.1006
H9 -0.8037 1.4552 -0.6521
C3 1.6867 0.6939 -0.9989
H10 2.1454 -1.9866 0.3120
O2 -2.7986 0.4731 -2.0798
H11 0.3984 -2.0401 0.6326

Calculated values
HOMO, eV: -14.15
ΔE to the lowest compared entry with this formula, charge and spin, kcal/mol: 58.7
Total charge: +1
Energy, eV: -13335.30622
Molecular weight, Da: 135.1
Kohn-Sham gap, eV: 10.73


# 2
2 unconnected molecules or ions with the total composition C3H11N5. Source: OMol25; level of theory: ωB97M-V with the def2-TZVPD basis set.

Cartesian coordinates (Å):
N1 0.2748 -1.8285 0.2785
H1 -0.4175 -4.0892 -0.5723
H2 -0.1113 -0.1806 -1.6445
H3 -1.9037 0.7082 0.3224
H4 0.3213 -2.6521 0.8648
N2 -0.0415 -1.1512 -1.9424
N3 1.2869 3.2336 1.8533
C1 0.8821 2.2140 0.9649
H5 -0.4631 -0.0110 0.6992
H6 1.9859 2.8253 2.5063
H7 -1.3203 -3.5748 -1.8690
N4 -0.4739 -3.4141 -1.3097
H8 1.5966 1.5472 0.4523
H9 1.7489 4.0112 1.3717
C2 -0.0832 -2.1206 -0.9515
N5 -0.9281 0.7904 0.1802
H10 -1.2073 2.8411 0.8477
H11 -0.7159 -1.2327 -2.6945
C3 -0.4308 2.0838 0.6425

Calculated values
SMILES string: N/C=C/N.N=C(N)N
HOMO, eV: -7.60
ΔE to the lowest compared entry with this formula, charge and spin, kcal/mol: 22.2
Total charge: 0
Energy, eV: -10738.97920
Molecular weight, Da: 117.2
Kohn-Sham gap, eV: 8.42


# 3
2 unconnected molecules or ions with the total composition C3H11N5. Source: OMol25; level of theory: ωB97M-V with the def2-TZVPD basis set.

Cartesian coordinates (Å):
H1 1.6542 1.9106 1.8993
H2 2.4076 -1.2599 -2.0711
N1 -2.2775 -0.0616 -1.6111
N2 -1.2022 -0.2698 0.2342
H3 -1.5095 0.4280 -1.9528
H4 -0.5207 -0.0046 2.1426
C1 -1.0325 -0.7778 1.5751
N3 -2.2062 -0.4788 -0.4046
H5 -0.2869 -1.6674 1.3917
C2 1.7815 2.1030 0.7436
H6 1.6220 -2.1342 -0.8453
H7 2.9310 2.2574 0.5213
N4 1.8226 -0.1455 -0.5158
H8 -2.9592 -0.8944 0.1311
N5 1.7896 -1.1733 -1.3451
H9 1.2225 2.8534 0.1769
C3 1.6710 0.8311 0.0858
H10 -1.9052 -1.1542 2.0425
H11 -3.0020 -0.3619 -2.1983

Calculated values
HOMO, eV: -18.51
ΔE to the lowest compared entry with this formula, charge and spin, kcal/mol: 74.7
Total charge: +2
Energy, eV: -10717.81140
Molecular weight, Da: 117.2
Kohn-Sham gap, eV: 10.25


# 4
A molecular structure, C3H11N5. Source: OMol25; level of theory: ωB97M-V with the def2-TZVPD basis set.

Cartesian coordinates (Å):
H1 2.6453 2.0310 0.5850
N1 -1.3121 -0.0482 0.3745
H2 1.1075 -2.5068 0.9007
N2 -3.5307 -0.5628 0.1632
C1 -0.0932 -0.1304 0.3636
H3 3.0854 -0.4484 0.1175
H4 -2.0680 1.9538 -1.5247
H5 1.2962 -2.3101 -0.9084
N3 1.1740 0.3079 0.4060
H6 -4.3989 -0.0587 0.0823
N4 -2.4953 0.1279 0.2914
H7 -2.2288 2.5393 -2.0726
C2 1.7547 -2.0348 0.0808
H8 0.8397 2.2846 0.9032
C3 1.5653 1.6947 0.4469
N5 2.0873 -0.6492 0.3088
H9 -3.3758 -1.5613 0.0514
H10 1.3670 1.9923 -0.5645
H11 2.5804 -2.6207 -0.0053

Calculated values
HOMO (alpha / beta), eV: -17.94 / -17.66
ΔE to the lowest compared entry with this formula, charge and spin, kcal/mol: 161.1
Total charge: +2
Energy, eV: -10714.06556
Molecular weight, Da: 117.2
Kohn-Sham gap (alpha / beta), eV: 7.61 / 7.20


# 5
2 unconnected molecules or ions with the total composition C3H11NO. Source: OMol25; level of theory: ωB97M-V with the def2-TZVPD basis set.

Cartesian coordinates (Å):
O1 -2.6208 -3.0392 -1.4302
C1 0.5179 -0.1754 1.6372
N1 -0.3997 0.2175 0.4839
H1 1.1924 2.7800 -0.8770
H2 0.5040 2.6060 0.7677
H3 1.2496 -0.8531 1.1660
C2 0.4267 0.8337 -0.5313
C3 1.0763 2.0920 -0.0228
H4 -1.8945 -3.5881 -1.8037
H5 -0.7302 -0.6460 0.0346
H6 2.0773 1.8471 0.3703
H7 1.1831 0.1067 -0.8846
H8 -0.0518 -0.7428 2.3922
H9 -3.3683 -3.1554 -2.0594
H10 -0.2280 1.0817 -1.3888
H11 1.0661 0.6353 2.1460

Calculated values
SMILES string: CCNC.O
HOMO, eV: -8.77
ΔE to the lowest compared entry with this formula, charge and spin, kcal/mol: 23.1
Total charge: 0
Energy, eV: -6826.24455
Molecular weight, Da: 77.1
Kohn-Sham gap, eV: 9.54


# 6
2 unconnected molecules or ions with the total composition C3H11NO. Source: OMol25; level of theory: ωB97M-V with the def2-TZVPD basis set.

Cartesian coordinates (Å):
H1 -2.3915 -0.6750 1.4825
C1 -1.7714 -0.3327 0.6518
H2 -1.0389 0.3809 1.0304
H3 0.2039 -1.6499 -1.6258
C2 1.2329 -0.4600 -0.4080
H4 -2.4210 0.1307 -0.0864
H5 2.0758 3.0386 -0.0936
H6 -1.5915 -2.2164 -0.4731
H7 -0.4273 -2.0378 0.7969
C3 -0.9722 -1.4680 0.0274
H8 1.1244 4.0137 0.5521
H9 2.0417 -0.7616 -1.0773
H10 1.3082 0.5955 -0.1570
O1 1.1689 3.3835 -0.1706
N1 -0.0373 -0.9252 -0.9629
H11 1.4955 -1.0163 0.5134

Calculated values
SMILES string: CCNC.O
HOMO, eV: -8.76
ΔE to the lowest compared entry with this formula, charge and spin, kcal/mol: 18.7
Total charge: 0
Energy, eV: -6826.43427
Molecular weight, Da: 77.1
Kohn-Sham gap, eV: 9.62


# 7
2 unconnected molecules or ions with the total composition C3H11NO. Source: OMol25; level of theory: ωB97M-V with the def2-TZVPD basis set.

Cartesian coordinates (Å):
H1 0.4784 0.6818 -1.3656
H2 -0.1850 -0.6149 -0.4162
C1 -0.4713 1.3189 1.2313
H3 1.6299 -1.8627 -0.9653
H4 -0.9812 2.0731 0.6092
C2 0.6878 0.0224 -0.5046
H5 1.5077 1.5205 0.6638
O1 -2.9037 -0.9922 -0.4185
N1 0.7721 0.8349 0.6925
H6 -1.1569 0.4793 1.3348
H7 -3.4831 -1.5103 0.1405
H8 2.5113 -0.5153 -1.5522
H9 -0.3150 1.8139 2.1880
C3 1.9330 -0.8607 -0.7083
H10 2.5465 -0.8166 0.1826
H11 -2.5705 -1.5721 -1.1119

Calculated values
SMILES string: CCNC.O
HOMO, eV: -8.15
ΔE to the lowest compared entry with this formula, charge and spin, kcal/mol: 19.2
Total charge: 0
Energy, eV: -6826.41352
Molecular weight, Da: 77.1
Kohn-Sham gap, eV: 8.95


# 8
2 unconnected molecules or ions with the total composition C3H11NO. Source: OMol25; level of theory: ωB97M-V with the def2-TZVPD basis set.

Cartesian coordinates (Å):
H1 -0.3167 0.0169 -1.0316
H2 -2.3457 -1.9073 1.1060
H3 -2.1106 -1.2708 -0.5804
H4 -1.0426 0.0820 1.5003
H5 1.1828 -0.6835 0.4744
H6 3.2503 0.4486 0.5348
O1 2.4725 0.8173 0.1152
C1 -1.9785 0.2353 0.9674
H7 0.7580 0.4254 -2.1413
C2 -2.5150 -1.0795 0.4171
H8 -1.8764 0.9920 0.1924
C3 1.6155 -0.2034 -0.4035
N1 0.5808 0.4485 -1.1468
H9 2.1541 -0.9314 -0.9938
H10 -3.5952 -1.0743 0.2637
H11 -2.6821 0.6825 1.6759

Calculated values
SMILES string: NCO.CC
HOMO, eV: -9.73
ΔE to the lowest compared entry with this formula, charge and spin, kcal/mol: 19.8
Total charge: 0
Energy, eV: -6826.38637
Molecular weight, Da: 77.1
Kohn-Sham gap, eV: 10.68


> Among the records above, which one has the highest energy?

number 5